1.
Formula: C23H27N3O3S
Source: the Open Molecules 2025 dataset
Level of theory: wB97M-V/def2-TZVPD

Results
HOMO = -7.8 eV
Relative energy (zero: lowest compared OMol25 entry of this formula, charge and spin) = 1.216 eV
HOMO-LUMO gap = 8.262 eV
SMILES = COc1ccc(CCNC(=O)[C@H]2CCCN(c3nc4ccccc4s3)C2)cc1OC

```
! wB97M-V def2-TZVPD RIJCOSX def2/J DEFGRID3
* xyz 0 1
C 5.260 2.504 -0.378
H 5.258 3.584 -0.525
O 4.098 2.228 0.363
C 3.803 0.918 0.660
C 4.631 -0.143 0.315
C 4.290 -1.454 0.590
C 3.103 -1.745 1.241
C 2.289 -0.689 1.616
C 2.605 0.637 1.340
O 1.653 1.523 1.761
C 1.836 2.915 1.638
H 1.888 3.228 0.593
H 2.733 3.253 2.160
H 0.956 3.357 2.106
H 1.362 -0.866 2.142
C 2.635 -3.160 1.418
H 3.478 -3.833 1.577
H 1.964 -3.231 2.277
C 1.885 -3.596 0.144
N 0.841 -2.657 -0.191
C 1.053 -1.657 -1.081
O 1.983 -1.646 -1.858
C -0.037 -0.591 -1.075
C 0.474 0.717 -1.682
C -0.653 1.745 -1.746
H -0.307 2.655 -2.237
C -1.849 1.177 -2.512
N -2.272 -0.077 -1.918
C -3.256 -0.061 -1.006
N -4.086 0.905 -0.840
C -5.038 0.618 0.094
C -6.077 1.456 0.481
C -6.969 1.021 1.441
C -6.844 -0.236 2.022
C -5.817 -1.088 1.654
C -4.924 -0.654 0.695
S -3.546 -1.496 0.034
H -5.714 -2.065 2.100
H -7.554 -0.554 2.770
H -7.779 1.667 1.744
H -6.168 2.428 0.023
C -1.238 -1.081 -1.900
H -1.639 -2.014 -1.497
H -0.917 -1.259 -2.931
H -2.695 1.863 -2.485
H -1.572 0.978 -3.551
H -0.971 2.002 -0.734
H 1.301 1.094 -1.081
H 0.860 0.510 -2.682
H -0.365 -0.410 -0.046
H 0.103 -2.547 0.487
H 1.451 -4.591 0.277
H 2.573 -3.607 -0.703
H 4.950 -2.249 0.281
H 5.558 0.048 -0.200
H 6.165 2.218 0.167
H 5.244 2.005 -1.352
*
```



2.
Formula: C23H27N3O3SbScSe4
Source: the Open Molecules 2025 dataset
Level of theory: wB97M-V/def2-TZVPD

Results
HOMO (spin up / spin down) = -8.0 / -8.0 eV
HOMO-LUMO gap (spin up / spin down) = 5.918 / 5.989 eV

```
! wB97M-V def2-TZVPD RIJCOSX def2/J DEFGRID3
* xyz 0 1
Sc 0.855 0.128 -0.455
O 2.429 0.966 3.148
C 1.905 1.159 2.063
O 2.320 0.718 0.934
C 0.620 1.969 2.001
C 0.424 3.017 2.922
C -0.751 3.718 2.869
C -1.747 3.341 1.940
C -3.008 3.969 1.877
C -3.957 3.533 0.990
C -3.677 2.458 0.130
C -2.456 1.835 0.159
C -1.467 2.268 1.061
N -0.269 1.613 1.098
H 1.204 3.223 3.639
H -0.946 4.544 3.542
H -3.205 4.799 2.543
H -4.919 4.021 0.933
H -4.423 2.134 -0.584
H -2.241 1.016 -0.520
C 3.372 -1.410 -0.994
N 2.741 -0.289 -1.714
C 3.701 0.829 -1.790
C 2.352 -0.723 -3.080
C 1.157 -1.643 -3.004
C 1.004 -2.674 -3.923
C -0.130 -3.469 -3.881
C -1.092 -3.224 -2.911
C -0.899 -2.209 -1.985
C 0.217 -1.378 -1.997
H 4.311 -1.695 -1.484
H 2.700 -2.271 -1.008
H 3.579 -1.113 0.033
H 4.590 0.526 -2.354
H 3.996 1.118 -0.783
H 3.236 1.680 -2.284
H 3.214 -1.182 -3.581
H 2.092 0.184 -3.634
H 1.768 -2.857 -4.671
H -0.260 -4.274 -4.592
H -1.986 -3.835 -2.872
H -1.669 -2.066 -1.227
Se -3.521 3.406 -3.432
Sb -1.264 3.622 -2.789
Se -1.618 5.369 -1.040
Se -0.056 4.692 -4.761
Se 0.369 1.955 -2.154
C -1.059 -3.346 3.615
N -1.038 -2.409 2.501
C -2.278 -1.791 2.039
C 0.079 -2.095 1.847
C 1.415 -2.638 2.259
O 0.016 -1.313 0.880
H -2.090 -3.499 3.917
H -0.508 -2.956 4.472
H -0.647 -4.313 3.327
H -3.079 -2.057 2.721
H -2.525 -2.134 1.033
H -2.170 -0.705 2.013
H 1.392 -3.312 3.107
H 2.054 -1.783 2.491
H 1.844 -3.149 1.397
*
```



3.
Formula: C23H27N3O4S
Source: the Open Molecules 2025 dataset
Level of theory: wB97M-V/def2-TZVPD

Results
HOMO = -8.0 eV
Relative energy (zero: lowest compared OMol25 entry of this formula, charge and spin) = 0.854 eV
HOMO-LUMO gap = 8.446 eV
SMILES = CCOc1ccc(CCNC(=O)c2sc3nc4n(c(=O)c3c2C)CCC4)cc1OCC

```
! wB97M-V def2-TZVPD RIJCOSX def2/J DEFGRID3
* xyz 0 1
C 6.477 2.812 0.070
C 5.225 2.858 -0.803
O 4.076 2.382 -0.137
C 3.879 1.033 0.034
C 4.719 0.059 -0.494
C 4.488 -1.291 -0.300
C 3.402 -1.714 0.447
C 2.555 -0.748 0.968
C 2.755 0.617 0.775
O 1.822 1.394 1.393
C 1.613 2.753 1.057
C 1.006 2.939 -0.329
H 0.853 3.998 -0.516
H 0.049 2.427 -0.400
H 1.675 2.544 -1.089
H 0.909 3.098 1.820
H 2.540 3.325 1.148
H 1.698 -1.033 1.559
C 3.080 -3.172 0.616
H 3.994 -3.765 0.670
H 2.509 -3.322 1.532
C 2.238 -3.669 -0.576
N 1.090 -2.824 -0.789
C -0.129 -3.112 -0.268
O -0.416 -4.216 0.159
C -1.079 -1.982 -0.288
C -2.418 -1.999 0.011
C -2.987 -0.693 -0.038
C -2.059 0.292 -0.365
N -2.317 1.615 -0.471
C -3.540 1.946 -0.235
N -4.525 1.077 0.092
C -4.357 -0.308 0.225
O -5.297 -1.013 0.523
C -5.797 1.739 0.311
H -5.985 1.813 1.387
C -5.600 3.113 -0.336
H -5.922 3.084 -1.378
H -6.163 3.889 0.176
C -4.085 3.338 -0.266
H -3.796 3.849 0.656
H -3.685 3.905 -1.103
H -6.599 1.148 -0.135
S -0.493 -0.361 -0.630
C -3.223 -3.204 0.337
H -3.930 -3.397 -0.470
H -3.806 -3.023 1.237
H -2.579 -4.067 0.470
H 1.303 -1.865 -1.021
H 1.868 -4.677 -0.381
H 2.843 -3.670 -1.487
H 5.168 -2.011 -0.729
H 5.581 0.349 -1.072
H 5.384 2.321 -1.746
H 4.981 3.898 -1.041
H 7.317 3.238 -0.472
H 6.313 3.389 0.978
H 6.719 1.791 0.353
*
```



4.
Formula: C23H27N3OS
Source: the Open Molecules 2025 dataset
Level of theory: wB97M-V/def2-TZVPD

Results
HOMO = -8.0 eV
Relative energy (zero: lowest compared OMol25 entry of this formula, charge and spin) = 2.342 eV
HOMO-LUMO gap = 8.159 eV
SMILES = OCC[C@@H]1CN(Cc2cnc(-c3ccccc3)s2)CCN1Cc1ccccc1

```
! wB97M-V def2-TZVPD RIJCOSX def2/J DEFGRID3
* xyz 0 1
O 2.377 -4.912 -3.444
C 2.064 -3.576 -3.129
C 0.609 -3.401 -2.695
H -0.046 -3.664 -3.530
H 0.403 -4.075 -1.863
C 0.294 -1.956 -2.273
N -1.109 -1.676 -2.522
C -1.963 -2.336 -1.559
C -1.555 -2.109 -0.099
N -0.165 -2.492 0.076
C 0.267 -2.441 1.466
C 0.200 -1.076 2.074
C -0.852 -0.485 2.714
N -0.683 0.800 3.074
C 0.472 1.264 2.731
C 0.924 2.615 2.964
C 2.160 3.058 2.496
C 2.560 4.362 2.714
C 1.734 5.239 3.400
C 0.504 4.804 3.871
C 0.098 3.503 3.657
H -0.856 3.147 4.015
H -0.139 5.487 4.407
H 2.049 6.258 3.568
H 3.518 4.698 2.347
H 2.802 2.374 1.959
S 1.481 0.078 1.907
H -1.779 -0.974 2.955
H 1.291 -2.820 1.506
H -0.380 -3.116 2.035
C 0.692 -1.722 -0.808
H 1.724 -2.048 -0.654
H 0.637 -0.643 -0.593
H -2.169 -2.743 0.548
H -1.728 -1.058 0.182
H -2.991 -2.003 -1.709
H -1.918 -3.410 -1.764
C -1.458 -0.311 -2.879
C -1.346 0.747 -1.803
C -0.160 1.447 -1.609
C -0.049 2.387 -0.600
C -1.127 2.650 0.228
C -2.316 1.968 0.038
C -2.425 1.028 -0.972
H -3.360 0.507 -1.120
H -3.162 2.169 0.679
H -1.040 3.383 1.015
H 0.881 2.919 -0.457
H 0.684 1.257 -2.259
H -0.816 -0.034 -3.722
H -2.491 -0.341 -3.241
H 0.882 -1.279 -2.902
H 2.744 -3.306 -2.319
H 2.276 -2.922 -3.990
H 1.755 -5.223 -4.112
*
```